1.
C32H67N3O12S | ωB97M-V with the def2-TZVPD basis set

```
115
Properties=species:S:1:pos:R:3
C -1.9232 0.8665 -2.0125
C -1.1372 -0.1589 -1.6481
C -0.1385 -0.1583 -0.5747
C -0.2234 0.6872 0.5064
O -1.2398 1.5921 0.5481
C -2.2929 1.2874 1.4854
C -2.7606 2.5918 2.1363
C -2.7341 3.7641 1.1519
C 0.7274 0.6262 1.5738
C 0.6068 1.6018 2.7206
C 0.7805 3.0578 2.2618
C 2.2737 3.3531 2.0327
S 2.4883 4.4139 0.5697
C 1.7485 -0.2889 1.5162
C 2.7901 -0.3778 2.6042
C 2.2739 -0.9703 3.9266
O 2.6441 -0.0516 4.9771
C 2.9221 -2.3210 4.2353
N 2.2908 -3.4475 3.5423
C 1.8699 -1.1673 0.4038
N 2.8950 -2.0660 0.3683
C 2.9548 -2.8089 -0.6983
C 2.0161 -2.7415 -1.7621
C 2.1633 -3.6519 -2.9460
C 1.7381 -5.1140 -2.6478
C 0.6322 -5.5558 -3.6240
C -0.6933 -4.9762 -3.1320
O -1.7779 -5.8845 -3.4369
C -2.9976 -5.3042 -3.3143
O -3.3906 -4.7596 -2.3216
N 1.0119 -1.9078 -1.7262
C 0.9309 -1.0903 -0.6392
H -2.9233 0.6453 -2.3719
H -1.6096 1.9009 -2.0248
H -1.2109 -1.0863 -2.2062
H -3.1397 0.9191 0.9050
H -1.9670 0.5601 2.2266
H -2.0496 2.8468 2.9265
H -3.7694 2.4857 2.5267
H -1.7186 4.1048 0.9645
H -3.1879 3.4948 0.1957
H -3.2648 4.6211 1.5593
H -0.3593 1.4558 3.2049
H 1.3601 1.4078 3.4812
H 0.3472 3.7452 2.9896
H 0.2758 3.2382 1.3174
H 2.7635 2.4143 1.7831
H 2.7456 3.7996 2.9042
H 3.6174 3.9291 0.0408
H 3.6405 -0.9637 2.2744
H 3.1756 0.6135 2.8418
H 1.1880 -1.1029 3.9373
H 2.0157 -0.1176 5.7012
H 2.9126 -2.4791 5.3163
H 3.9723 -2.2995 3.9438
H 2.7279 -3.5784 2.6395
H 1.3101 -3.2571 3.3776
H 3.7662 -3.5274 -0.7683
H 1.6279 -3.2172 -3.7871
H 3.2182 -3.6519 -3.2287
H 2.6003 -5.7697 -2.7544
H 1.3774 -5.1819 -1.6206
H 0.9004 -5.0857 -4.5685
H 0.5937 -6.6360 -3.7405
H -0.6484 -4.8403 -2.0512
H -0.8782 -3.9894 -3.5591
H -3.5943 -5.3950 -4.2326
C -6.1106 1.1120 -0.6490
O -5.4923 0.2684 0.3175
H -5.6056 2.0752 -0.6220
H -6.0207 0.6915 -1.6540
H -7.1689 1.2575 -0.4147
H -5.9372 -0.5828 0.2960
C -6.7364 2.9866 2.5087
O -6.2646 4.2771 2.1368
H -5.9365 2.2744 2.3254
H -7.0062 2.9572 3.5678
H -7.6051 2.7052 1.9057
H -6.9773 4.9030 2.2962
C 3.4402 -6.6244 -6.2620
O 3.2229 -5.2879 -5.8086
H 3.1682 -7.2952 -5.4490
H 2.8200 -6.8405 -7.1322
H 4.4878 -6.7759 -6.5216
H 3.4654 -4.7035 -6.5320
C 4.7575 -8.1599 -9.5261
O 4.5548 -6.8126 -9.1110
H 4.4779 -8.8021 -8.6943
H 4.1329 -8.4057 -10.3882
H 5.8051 -8.3424 -9.7771
H 4.8003 -6.2395 -9.8422
C -3.7013 7.7901 1.2612
O -3.1300 6.9116 2.2218
H -4.3969 7.2072 0.6621
H -4.2457 8.6062 1.7447
H -2.9350 8.2119 0.6051
H -2.5120 7.4206 2.7529
C 5.9982 3.7057 2.2426
O 5.6307 2.7056 1.2962
H 5.1336 3.9121 2.8678
H 6.8211 3.3645 2.8763
H 6.2931 4.6259 1.7321
H 6.3998 2.5329 0.7470
C 5.5954 2.0742 6.3792
O 5.0325 0.7760 6.4657
H 6.4248 2.1242 7.0817
H 5.9767 2.2758 5.3727
H 4.8650 2.8450 6.6454
H 4.2961 0.7283 5.8431
C -8.5131 5.1192 -0.4723
O -9.3784 5.8528 0.3916
H -8.5878 4.0705 -0.1961
H -8.8098 5.2351 -1.5178
H -7.4778 5.4447 -0.3472
H -9.3155 6.7813 0.1541
```

Calculated values
- Orbital gap: 7.7384 eV
- SMILES: C=Cc1c(OCCC)c(CCCS)c(C[C@H](O)CN)c2ncc(CCCCOC=O)nc12.CO.CO.CO.CO.CO.CO.CO.CO

---

2.
C26H72N6O7 | ωB97M-V with the def2-TZVPD basis set

```
111
Properties=species:S:1:pos:R:3
C -2.0202 -0.2195 1.5106
C -1.8152 -0.1648 0.0342
O -2.0848 1.1403 -0.4517
H -1.5394 -1.1325 1.8618
H -3.0797 -0.3374 1.7378
H -1.5961 0.6375 2.0339
H -2.5712 -0.8658 -0.3195
H -0.8804 -0.5997 -0.3195
H -2.1048 1.1655 -1.4111
C -4.5200 0.8112 -4.9880
C -3.2504 1.2278 -5.8144
C -3.6004 1.4352 -7.2818
O -2.3188 1.7355 -7.9671
C -2.5184 1.8997 -9.4105
N -2.6579 2.3560 -5.2625
H -4.3171 0.7104 -3.9218
H -4.8881 -0.1192 -5.4205
H -5.1555 1.6968 -4.9833
H -2.5283 0.4123 -5.7745
H -4.2550 2.3040 -7.3499
H -3.9995 0.5609 -7.7959
H -3.3811 2.5311 -9.6230
H -2.5085 0.9000 -9.8449
H -1.6383 2.4787 -9.6902
H -3.3784 3.0523 -5.1349
H -2.0722 2.7776 -5.9692
C -6.1606 -2.3881 5.9253
C -6.6459 -3.7199 6.5803
C -6.0941 -5.0151 6.0903
O -6.9313 -6.0432 6.5625
C -6.7946 -7.3456 6.0087
N -6.1043 -3.5716 7.9420
H -6.6776 -2.2922 4.9706
H -5.0721 -2.3307 5.9315
H -6.3991 -1.4619 6.4483
H -7.7224 -3.8376 6.7041
H -5.0505 -5.2674 6.2782
H -6.3718 -5.0555 5.0371
H -5.8615 -7.8420 6.2752
H -6.9309 -7.3534 4.9273
H -7.5938 -8.0141 6.3286
H -6.3611 -4.5143 8.1976
H -6.5335 -2.8798 8.5397
C 5.2083 5.8075 0.9556
C 3.8028 5.7535 1.3868
C 3.0571 4.6861 0.5346
O 3.2256 4.8757 -0.8702
C 2.4033 3.9551 -1.5863
N 3.6067 5.5497 2.8178
H 5.6089 4.8797 0.5473
H 5.9683 6.1636 1.6511
H 5.2402 6.4047 0.0443
H 3.5083 6.7414 1.0326
H 2.0523 4.7896 0.9441
H 3.5680 3.7721 0.8372
H 2.5773 2.9238 -1.2794
H 2.7988 3.9942 -2.6013
H 1.3766 4.3162 -1.6467
H 2.6362 5.4400 3.0751
H 3.9578 6.3850 3.2641
C 2.6876 -1.1522 -5.2992
C 3.5135 -1.7926 -6.3949
C 4.2769 -0.7891 -7.2918
O 4.8669 -1.2911 -8.5062
C 4.2718 -0.8945 -9.7072
N 4.4130 -2.7139 -5.7869
H 1.8361 -0.6101 -5.7104
H 3.3199 -0.5498 -4.6469
H 2.0959 -1.8572 -4.7153
H 2.7640 -2.2590 -7.0342
H 5.1737 -0.4603 -6.7665
H 3.7069 0.1116 -7.5194
H 3.2056 -1.1199 -9.7295
H 4.6823 -1.3000 -10.6319
H 4.2349 0.1873 -9.8358
H 3.9473 -3.1061 -4.9811
H 4.5171 -3.4769 -6.4405
C -1.7050 1.3243 7.1321
C -2.4236 2.7347 7.2599
C -3.9162 2.7301 6.9450
O -3.8896 2.3627 5.5871
C -4.7792 3.0174 4.7679
N -2.0768 3.3993 8.5622
H -1.4621 1.1176 6.0898
H -2.1458 0.5034 7.6978
H -0.7168 1.3732 7.5893
H -1.8691 3.3070 6.5162
H -4.2867 3.7508 7.0399
H -4.4068 2.0350 7.6263
H -5.7819 2.7607 5.1098
H -4.6649 2.8270 3.7008
H -4.6517 4.0981 4.8310
H -1.1773 2.9509 8.6625
H -2.6385 3.0464 9.3238
C 7.2247 -4.9231 -0.2755
C 7.1964 -3.3954 -0.6343
C 6.8026 -2.6534 0.6224
O 5.6108 -3.1071 1.3579
C 4.5588 -2.2613 1.0533
N 8.4883 -2.9291 -1.1713
H 7.5636 -5.4781 -1.1503
H 6.3045 -5.2485 0.2097
H 7.9461 -5.0206 0.5358
H 6.4445 -3.2761 -1.4145
H 6.7584 -1.5717 0.4953
H 7.6158 -2.7243 1.3447
H 4.2563 -2.5884 0.0586
H 4.7746 -1.1933 1.0835
H 3.6299 -2.2170 1.6219
H 8.4472 -2.0176 -1.6043
H 8.8448 -3.5594 -1.8754
```

Calculated values
- ΔE to the lowest compared entry with this formula, charge and spin: 5.3054 eV
- Orbital gap: 9.4274 eV
- SMILES: COC[C@H](C)N.COC[C@H](C)N.COC[C@H](C)N.COC[C@H](C)N.COC[C@H](C)N.COC[C@H](C)N.CCO

---

3.
CN4O | ωB97M-V with the def2-TZVPD basis set

```
6
Properties=species:S:1:pos:R:3
C 0.5440 0.4859 -2.0522
N -0.4555 0.4575 1.4008
N 1.5621 -0.0800 -1.8361
N -0.5450 -0.4832 2.1052
N -0.6105 -1.4823 2.7605
O -0.4952 1.1021 -2.3782
```

Calculated values
- ΔE to the lowest compared entry with this formula, charge and spin: 0.0000 eV
- Orbital gap: 6.5298 eV
- Charge: -2

---

4.
C19H23ClN2O4S | ωB97M-V with the def2-TZVPD basis set

```
50
Properties=species:S:1:pos:R:3
C 0.1667 -3.9438 0.7522
C 0.7554 -3.4640 -0.5666
H -0.0329 -3.3617 -1.3196
H 1.5265 -4.1487 -0.9249
O 1.4199 -2.2088 -0.4156
C 0.6597 -1.1127 -0.4507
O -0.5459 -1.1486 -0.6274
C 1.4066 0.1276 -0.2518
C 0.7301 1.3462 -0.1930
N -0.6081 1.5152 -0.3506
C -1.2011 2.7294 -0.1941
O -0.5548 3.7270 0.0539
C -2.7058 2.6868 -0.3879
N -3.1861 1.3285 -0.2702
C -4.3887 1.0347 -1.0264
C -4.5983 -0.4770 -1.0602
C -4.7270 -1.0202 0.3588
C -3.4931 -0.6141 1.1573
C -3.3285 0.9017 1.1123
H -2.4334 1.1983 1.6652
H -4.1989 1.3868 1.5899
H -3.5774 -0.9442 2.1938
H -2.6092 -1.0745 0.7130
H -4.8255 -2.1065 0.3394
H -5.6226 -0.6080 0.8308
H -5.4896 -0.7096 -1.6448
H -3.7347 -0.9372 -1.5422
H -4.2599 1.4117 -2.0442
H -5.2765 1.5236 -0.5872
H -2.9052 3.0598 -1.3976
H -3.1727 3.3920 0.3190
H -1.1861 0.6867 -0.5346
S 1.7458 2.6932 0.1197
C 3.1273 1.6251 0.1411
C 2.8002 0.3041 -0.0693
C 3.8773 -0.7317 -0.0101
H 3.6202 -1.5887 -0.6293
C 5.2066 -0.1348 -0.4673
C 5.5013 1.1999 0.1735
C 4.4654 2.0460 0.4036
Cl 4.6607 3.6369 1.0303
C 6.8873 1.5272 0.4475
O 7.8209 0.7800 0.2534
H 7.0471 2.5366 0.8659
H 6.0317 -0.8116 -0.2432
H 5.1858 0.0109 -1.5529
H 3.9551 -1.0835 1.0244
H -0.2707 -4.9288 0.6179
H 0.9427 -3.9991 1.5116
H -0.6076 -3.2579 1.0873
```

Calculated values
- ΔE to the lowest compared entry with this formula, charge and spin: 0.0000 eV
- Orbital gap: 7.6408 eV
- SMILES: CCOC(=O)c1c(NC(=O)CN2CCCCC2)sc2c1CCC(C=O)=C2Cl

---

5.
C2H6O2 | ωB97M-V with the def2-TZVPD basis set

```
10
Properties=species:S:1:pos:R:3
C -1.1081 0.0923 -0.7231
C -0.4238 0.0286 0.5878
O 1.9927 -0.4027 0.1120
O 1.2312 0.7198 0.3542
H -0.3707 -0.1261 -1.5693
H -1.8231 -0.6788 -0.7472
H -1.6254 0.9472 -0.8971
H -0.0412 -0.9163 0.8790
H -0.7744 0.6000 1.4681
H 2.9427 -0.2642 0.5356
```

Calculated values
- ΔE to the lowest compared entry with this formula, charge and spin: 4.5926 eV
- Orbital gap: 9.8754 eV

---

6.
C18H64B2HgN2O6 | ωB97M-V with the def2-TZVPD basis set

```
93
Properties=species:S:1:pos:R:3
Hg -7.3197 14.9535 -20.4152
N -3.7698 9.3720 -24.3010
H -4.5877 9.7488 -24.7583
H -2.9455 9.3100 -24.8814
H -4.0740 8.5150 -23.8615
H -3.5868 10.0389 -23.5649
N -6.2153 16.0894 -27.5242
H -5.2717 16.0223 -27.8781
H -6.6147 15.1678 -27.6300
H -6.7372 16.8741 -27.8877
H -6.0842 16.2318 -26.5329
B -6.2334 17.8204 -23.2086
H -5.2940 17.3204 -23.3872
H -7.1148 17.2281 -23.3999
H -6.2388 18.0123 -22.1468
H -6.1823 18.7839 -23.6918
B -3.9488 12.5868 -20.8289
H -3.7913 13.2931 -20.0286
H -4.1071 13.0083 -21.8095
H -3.0009 12.0714 -20.8425
H -4.6518 11.8377 -20.4992
C -5.1328 19.8869 -15.6769
C -4.5278 18.5734 -16.1996
C -3.8147 17.7317 -15.1336
O -5.6933 17.7880 -16.5070
H -4.2554 20.5098 -15.5031
H -5.5261 19.7622 -14.6680
H -5.6266 20.5872 -16.3506
H -3.9743 18.8027 -17.1102
H -4.2688 17.7761 -14.1436
H -2.8031 18.1230 -15.0253
H -3.7262 16.7349 -15.5655
H -6.3512 18.0263 -15.8497
C 4.0480 11.9513 -20.3921
C 5.0595 12.5239 -19.3873
C 4.2993 12.7512 -18.0495
O 6.1727 11.7638 -19.2541
H 4.3992 11.7663 -21.4073
H 3.2314 12.6729 -20.4177
H 3.6301 10.9691 -20.1715
H 5.4183 13.4935 -19.7326
H 3.4918 13.4717 -18.1799
H 5.0261 13.2273 -17.3913
H 3.8995 11.8373 -17.6102
H 6.9013 12.3508 -19.0395
C -8.3052 4.6090 -23.3080
C -7.5549 5.3449 -22.2219
C -7.8168 4.7912 -20.8501
O -6.1865 5.1993 -22.4288
H -9.3926 4.6827 -23.3246
H -7.9382 3.5898 -23.1870
H -7.8865 4.8924 -24.2737
H -7.8066 6.3960 -22.3632
H -8.8866 4.5842 -20.8223
H -7.5622 5.5627 -20.1234
H -7.3070 3.8716 -20.5628
H -6.1380 4.3624 -22.8967
C -1.6381 8.4787 -15.0233
C -2.5778 7.6075 -15.8701
C -3.1851 6.4715 -15.0401
O -3.6365 8.4706 -16.3007
H -0.8019 8.0591 -14.4641
H -2.2549 8.8592 -14.2091
H -1.1597 9.3491 -15.4722
H -2.0000 7.1069 -16.6471
H -3.6161 6.8177 -14.1007
H -2.4063 5.7190 -14.9163
H -3.9316 5.9057 -15.5974
H -3.3412 8.6865 -17.1882
C -0.6744 17.8255 -28.0366
C -0.0862 16.4035 -27.9509
C 0.5991 16.1933 -26.6007
O -0.9996 15.4018 -28.1606
H 0.0538 18.5742 -28.3486
H -1.1377 18.1446 -27.1030
H -1.4204 17.8264 -28.8313
H 0.6273 16.2987 -28.7683
H -0.1170 16.0276 -25.7959
H 1.2686 17.0424 -26.4627
H 1.2916 15.3538 -26.5404
H -0.5340 14.7833 -28.7283
C -10.3295 11.4160 -15.1678
C -9.1267 12.2961 -14.8967
C -8.3489 11.8063 -13.6633
O -8.2556 12.1603 -16.0516
H -10.6974 11.7456 -16.1394
H -11.0236 11.5299 -14.3351
H -10.0244 10.3707 -15.2168
H -9.4834 13.3107 -14.7192
H -8.9248 12.0463 -12.7695
H -7.4329 12.3675 -13.4784
H -8.1111 10.7449 -13.7330
H -7.6193 11.4656 -15.8672
```

Calculated values
- Orbital gap: 1.3841 eV
- Charge: +2

---

| no. | LUMO (eV) | electronic energy (Ha) | maximum force (eV/A) |
| --- | --- | --- | --- |
| 1 | 0.14 | -2724.62759 | 1.2 |
| 2 | 0.26 | -1888.72246 | 4.0 |
| 3 | 7.26 | -332.29890 | 1.6 |
| 4 | -0.27 | -2006.70857 | 1.1 |
| 5 | 1.05 | -230.11184 | 4.3 |
| 6 | -10.89 | -1487.06328 | 5.9 |